The following is a DFT calculation (ωB97M-V/def2-TZVPD) of 11 unconnected molecules or ions with the total composition C31H88N18O15.

Structure (XYZ):
```
152
Properties=species:S:1:pos:R:3:forces:R:3
C -6.770 8.793 3.201 0.5 0.1 0.3
O -5.916 9.221 2.128 -0.7 0.1 1.9
C -6.035 8.439 0.986 0.6 0.5 -0.8
C -4.911 8.890 0.050 -0.5 -1.2 0.8
N -3.564 8.393 0.487 -2.1 1.2 0.4
C -2.666 8.807 -0.525 1.2 -2.2 -2.1
C -1.260 8.285 -0.229 0.5 1.9 1.3
O -0.397 7.970 -1.298 -0.3 -0.3 1.1
C -0.501 6.562 -1.489 0.5 0.7 -1.6
H -7.824 8.702 2.939 0.0 0.0 -0.5
H -6.727 9.478 4.047 0.2 0.5 -0.4
H -6.429 7.856 3.643 0.1 -0.4 -0.4
H -6.981 8.661 0.491 -0.3 -0.2 -0.1
H -5.974 7.372 1.196 0.1 -0.2 0.1
H -4.997 9.973 -0.035 0.3 0.2 0.0
H -5.163 8.472 -0.924 0.4 -0.1 -0.2
H -3.327 8.964 1.286 -0.2 -0.2 0.8
H -2.652 9.872 -0.757 -0.1 0.1 -0.1
H -2.986 8.225 -1.390 -0.1 0.5 -0.7
H -1.252 7.479 0.505 -0.5 -0.2 -0.1
H -0.871 9.146 0.313 1.0 0.0 0.1
H 0.312 6.342 -2.181 -0.3 -0.3 -0.2
H -1.477 6.442 -1.958 0.0 -1.0 0.0
H -0.342 5.934 -0.612 -0.2 0.3 0.3
C 1.834 1.560 -5.979 0.1 0.4 0.7
O 0.698 1.105 -6.678 0.0 -0.2 0.1
C -0.226 0.373 -5.875 -0.8 -0.8 -1.4
C -1.680 0.352 -6.479 0.6 0.7 1.5
N -2.348 1.667 -6.307 -0.1 -1.4 -1.1
C -1.888 2.583 -7.341 -0.3 2.5 1.1
C -2.779 3.891 -7.388 0.2 -1.5 -1.1
O -2.613 4.770 -6.315 -0.2 0.2 0.1
C -3.305 5.964 -6.585 0.1 1.2 0.7
H 2.459 0.831 -5.463 -0.2 -0.9 -0.3
H 1.518 2.203 -5.157 -0.1 0.5 0.0
H 2.523 2.101 -6.628 -0.4 0.1 -0.3
H -0.260 0.737 -4.848 0.0 0.2 0.1
H 0.061 -0.679 -5.880 0.4 -0.2 0.4
H -2.266 -0.331 -5.864 0.2 -0.3 0.1
H -1.707 -0.071 -7.483 0.1 0.5 -0.2
H -2.000 1.938 -5.399 -0.3 0.7 0.1
H -1.901 2.119 -8.327 -0.1 0.0 0.1
H -0.875 2.870 -7.056 0.3 0.3 -0.7
H -3.807 3.545 -7.492 -0.4 -0.1 0.5
H -2.647 4.488 -8.290 0.7 -0.3 -0.5
H -3.023 6.512 -7.484 0.7 -0.4 -0.5
H -3.069 6.661 -5.781 -0.2 -0.1 0.2
H -4.388 5.911 -6.694 -0.3 -0.7 0.4
C -6.269 -6.693 5.041 -0.9 -1.6 0.1
O -5.437 -7.627 5.776 0.5 2.1 -0.1
C -4.234 -6.952 6.193 -0.4 0.9 1.0
C -4.489 -5.740 7.232 0.7 -0.5 -0.7
N -3.245 -5.071 7.706 -1.1 -0.5 0.7
C -2.483 -4.391 6.689 1.8 -1.0 -0.4
C -1.064 -3.996 7.165 -0.2 1.5 -0.5
O -0.619 -2.954 6.246 1.1 -0.2 1.1
C 0.635 -2.253 6.572 -1.5 0.4 -0.8
H -6.851 -5.971 5.614 0.6 0.2 0.6
H -7.065 -7.337 4.669 0.1 0.0 -0.5
H -5.783 -6.177 4.212 0.4 -0.2 0.1
H -3.656 -6.615 5.333 -0.3 0.3 -0.3
H -3.565 -7.668 6.671 -0.3 -0.3 0.3
H -5.012 -6.136 8.104 0.1 -0.2 0.0
H -5.155 -4.974 6.836 0.1 0.0 -0.3
H -2.656 -5.830 8.018 0.2 -0.1 0.5
H -2.946 -3.489 6.289 -0.2 -0.3 -0.1
H -2.238 -5.186 5.985 -0.3 0.7 -1.3
H -0.341 -4.811 7.129 -0.1 -0.3 0.2
H -1.140 -3.582 8.171 0.2 0.0 0.2
H 0.894 -2.130 7.624 -0.4 -0.5 0.2
H 0.410 -1.251 6.207 0.3 0.1 0.0
H 1.507 -2.599 6.018 -0.1 -0.5 0.0
C 11.286 -3.764 -0.077 -0.7 0.7 -0.4
O 10.237 -4.144 -0.987 2.1 0.8 -0.4
C 9.008 -4.516 -0.478 -0.7 -0.2 0.3
C 8.199 -3.376 0.148 -0.3 0.2 -0.2
N 7.900 -2.339 -0.863 0.1 -1.6 0.5
C 7.329 -1.181 -0.240 0.5 1.3 -0.5
C 7.197 -0.024 -1.218 -2.4 -1.4 -0.9
O 8.297 0.450 -1.870 1.6 1.4 -0.4
C 8.931 1.572 -1.280 0.8 -0.7 0.7
H 11.182 -2.722 0.224 -0.5 0.2 0.4
H 12.238 -3.707 -0.603 -0.1 -0.8 -0.2
H 11.333 -4.376 0.824 0.0 -0.3 -0.1
H 9.162 -5.395 0.149 -0.3 0.1 0.7
H 8.462 -4.890 -1.343 -0.2 0.1 -0.1
H 8.668 -2.898 1.008 0.7 -0.1 0.2
H 7.269 -3.738 0.587 -0.2 -0.3 -0.3
H 8.788 -2.182 -1.318 0.0 0.6 -0.3
H 7.909 -0.814 0.607 0.1 -0.2 0.6
H 6.303 -1.376 0.072 0.0 -0.2 0.3
H 6.499 0.717 -0.829 0.4 0.6 0.4
H 6.640 -0.436 -2.059 -0.5 -0.3 0.0
H 9.684 1.985 -1.951 -0.4 0.0 -0.3
H 9.507 1.220 -0.424 0.1 0.1 0.4
H 8.252 2.341 -0.912 -0.3 0.0 -0.3
C 0.652 0.184 1.006 -0.3 0.3 0.1
O 0.725 1.363 1.203 0.1 2.6 0.4
N 1.500 -0.713 1.460 1.4 -1.4 0.7
N -0.333 -0.392 0.335 -2.6 -0.6 -1.9
H 1.356 -1.586 0.974 1.4 -0.3 0.8
H 2.301 -0.375 1.975 0.1 -0.6 -0.3
H -1.033 0.199 -0.089 0.2 -0.2 0.0
H -0.311 -1.367 0.071 -0.2 0.3 0.1
C 5.330 3.227 3.254 -0.9 -4.4 1.5
O 5.124 2.095 3.725 0.6 0.9 0.0
N 4.510 3.821 2.478 -5.0 2.6 -3.6
N 6.398 3.939 3.380 5.0 1.4 1.7
H 3.549 3.526 2.391 0.3 -0.3 0.1
H 4.700 4.746 2.118 -0.1 -0.3 0.1
H 6.471 4.901 3.083 0.1 -0.5 0.2
H 7.150 3.502 3.894 0.0 0.5 -0.1
C -2.797 -6.255 -0.204 -1.2 1.5 -0.2
O -2.425 -5.136 -0.495 0.3 0.6 -0.8
N -2.225 -7.018 0.670 3.0 -2.0 2.8
N -3.922 -6.842 -0.618 -3.0 -0.1 -2.1
H -1.366 -6.682 1.081 -0.2 -0.4 0.1
H -2.618 -7.922 0.891 0.6 0.3 0.1
H -4.374 -7.601 -0.128 0.4 0.2 0.0
H -4.578 -6.242 -1.097 0.1 0.0 -0.1
C 2.659 -4.043 -2.158 -0.8 0.1 2.1
O 2.471 -4.007 -0.989 -0.4 0.4 4.6
N 3.694 -3.624 -2.767 5.4 2.1 -1.9
N 1.814 -4.484 -3.000 -4.0 -2.3 -3.7
H 3.717 -3.795 -3.762 1.1 0.7 0.5
H 4.450 -3.253 -2.208 0.2 -0.2 -0.6
H 0.855 -4.639 -2.724 0.2 -0.2 -0.5
H 2.213 -4.495 -3.927 -1.8 -0.5 -0.2
C -6.295 -2.454 -2.682 0.0 -2.0 2.0
O -6.678 -3.583 -2.425 0.3 -0.7 -0.1
N -7.097 -1.502 -3.045 -2.7 3.9 -1.7
N -5.054 -2.011 -2.476 2.8 -0.5 0.3
H -8.085 -1.476 -2.839 0.3 -0.6 -0.2
H -6.679 -0.593 -3.181 -0.3 -0.1 0.0
H -4.763 -1.045 -2.439 -0.3 -0.2 0.0
H -4.431 -2.687 -2.057 0.0 0.2 -0.2
C -3.728 3.376 -1.326 1.0 -2.7 0.2
O -3.545 2.190 -1.705 -0.3 2.3 0.3
N -4.617 4.233 -1.811 -1.5 0.2 -1.6
N -3.044 3.953 -0.327 1.1 -0.2 1.1
H -5.047 3.939 -2.676 -0.4 0.5 0.3
H -4.830 5.081 -1.304 -0.2 -0.2 -0.7
H -2.336 3.399 0.132 -0.2 0.3 0.2
H -3.347 4.857 0.007 0.6 -0.3 0.2
C 1.710 -6.845 3.585 -0.5 -0.2 0.7
O 1.413 -7.263 4.674 -0.2 -0.6 1.5
N 2.186 -7.558 2.590 1.5 -2.6 -2.5
N 1.523 -5.608 3.175 -0.7 4.0 -0.2
H 2.495 -7.073 1.759 0.1 -0.5 0.1
H 2.419 -8.534 2.702 -0.1 0.4 0.1
H 1.780 -5.295 2.250 -0.1 0.0 0.3
H 1.307 -4.886 3.848 -0.1 -0.3 -0.1
```
Positions in Å, forces in eV/Å.

Results
HOMO level ... -8.41 eV
Energy ... -3348.01434 hartree
M ... 953.16 g/mol
Orbital gap ... 8.6 eV
Structure (SMILES) ... COCCNCCOC.COCCNCCOC.COCCNCCOC.COCCNCCOC.NC(N)=O.NC(N)=O.NC(N)=O.NC(N)=O.NC(N)=O.NC(N)=O.NC(N)=O